Record 1
Formula: C22H32BrCsN4O7P2S
Source: OMol25
Level of theory: wB97M-V/def2-TZVPD

The geometry in XYZ format:
```
70
Properties=species:S:1:pos:R:3
Cs -1.14496 0.14255 -1.51267
Br -6.30518 -6.35059 -2.77135
S -0.68342 5.06707 -0.41969
P 2.69821 -0.46932 -0.27302
P 0.81246 0.18834 1.91081
O -0.49867 -2.79021 -1.98748
O 2.26386 -0.14098 1.25056
O -2.88283 2.25108 -0.24782
O -2.73197 2.51742 -2.46486
O 0.32316 -4.88310 -1.91924
O 1.97502 0.31671 -1.28121
O -0.24050 -0.72433 1.44066
N 2.67062 -2.10424 -0.32557
N 1.07979 -0.05845 3.53383
N 0.65163 1.78685 1.71328
N 4.31533 -0.08727 -0.31528
C 0.86472 -1.37778 4.09559
C -2.87338 6.70571 -0.59730
C 5.22485 -0.68660 0.63745
C -5.09032 6.04981 -1.26014
C -3.49919 -6.49874 -2.29490
C -2.92126 2.94450 -1.29750
C 1.49229 2.68344 0.92663
C -2.00228 -4.60194 -2.22290
C -0.64590 2.36444 2.11500
C 2.07521 0.72975 4.22596
C -4.36005 -4.26589 -2.64444
C -2.22606 -5.97102 -2.13712
C -0.58738 -4.03921 -2.02941
C -4.62054 4.74945 -1.40281
C -3.07658 -3.76041 -2.47839
C 1.79815 -2.93528 0.50754
C -4.54890 -5.63244 -2.54691
C -3.30002 4.40851 -1.13934
C -2.37178 5.39589 -0.73243
C 4.71794 1.23006 -0.77613
C -4.19639 7.03133 -0.84834
C 2.90434 -2.67628 -1.65892
H 1.64631 3.60309 1.49778
H -1.23374 2.66489 1.24575
H -6.12767 6.29083 -1.46735
H 3.96376 1.62362 -1.45271
H 4.87171 -1.68050 0.90631
H 5.67222 1.15695 -1.30687
H 0.49472 -1.28824 5.12184
H -3.67739 -7.56361 -2.22409
H -5.29395 3.96372 -1.73173
H -5.19588 -3.60956 -2.84514
H -1.37325 -6.60889 -1.94418
H -4.53002 8.05811 -0.72490
H 2.16522 -3.96098 0.44339
H 6.22047 -0.77972 0.19272
H 3.50746 -1.98910 -2.25322
H 1.95725 -2.88013 -2.15941
H 3.44877 -3.61725 -1.54726
H -1.21083 1.62735 2.68670
H 1.78989 0.84988 5.27550
H -2.87879 -2.69923 -2.55292
H 1.84402 -2.60294 1.54238
H 0.12435 -1.90738 3.50145
H -2.17384 7.47287 -0.28473
H 3.06762 0.25748 4.19544
H 4.84664 1.93479 0.05597
H 1.00343 2.96162 -0.00796
H 5.31447 -0.08374 1.55147
H 2.45468 2.22135 0.72371
H -0.46153 3.24425 2.73655
H 0.76648 -2.91974 0.15879
H 1.79288 -1.96641 4.12107
H 2.14457 1.71777 3.77353
```

net charge: -2



Record 2
Formula: C9H23BaF3N2O11S
Source: OMol25
Level of theory: wB97M-V/def2-TZVPD

The geometry in XYZ format:
```
50
Properties=species:S:1:pos:R:3
Ba -0.73840 0.36003 -0.57987
S -0.89528 -3.68340 0.32034
F -1.69868 -6.04777 -0.73530
F -2.70583 -4.30106 -1.54651
F -0.67030 -4.81709 -2.25615
O -2.22519 0.15523 1.68482
O -2.12841 2.61472 0.28162
O 0.51906 -4.02866 0.55901
O -1.67640 -4.01954 1.49678
O -0.79800 2.50537 -2.31504
O -1.09385 -2.27352 -0.07589
O 2.10498 0.73819 -1.59804
O -1.13684 1.96731 -4.34444
O -0.02731 -1.04519 -2.99518
O -2.26855 3.57123 -3.44141
O 0.70990 1.82751 1.26253
N 1.36644 -1.06280 0.75814
N -1.41286 2.72470 -3.38903
C 1.96608 -1.14267 3.06292
C -2.46107 1.43570 2.26613
C 2.20194 0.18436 -2.91101
C 1.21639 -0.40914 2.03896
C -1.52645 -4.83265 -1.15170
C -3.08958 2.42423 1.25858
C 1.67453 1.08655 1.98024
C 1.19598 3.16255 0.92921
C 1.37617 -1.02072 -3.15996
H -2.51913 -0.50900 2.31252
H -3.10954 3.41470 1.71319
H 1.33619 -1.22691 -4.22954
H -4.06838 2.04860 0.96032
H 2.68202 1.18474 1.57597
H 3.25041 -0.05005 -3.09502
H 1.87990 0.88656 -3.67997
H 0.69084 3.41529 -0.00301
H 2.34625 -1.06709 0.51306
H -1.56364 1.86783 2.70884
H 1.81471 1.53224 2.96502
H 1.09121 -2.03453 0.74914
H 3.05423 -1.08026 3.05205
H 2.28213 3.13325 0.84250
H 1.05850 3.92196 1.69896
H 2.75403 0.23227 -1.10369
H 1.62833 -0.69166 3.99599
H -2.43664 3.39197 -0.19006
H 0.14704 -0.45614 2.24483
H 1.57447 -2.15778 3.12836
H -3.19222 1.35122 3.07011
H 1.87251 -1.90512 -2.76049
H -0.35145 -1.27540 -3.86899
```

net charge: 0
relative energy (zero: lowest compared OMol25 entry of this formula, charge and spin): 1.7254 eV



no.,electronic energy (eV),strongest force on any atom (eV/Å)
1,-143638.718,0.2
2,-54887.924,3.1